# C43H126BN18O47

A cluster of 25 separate species, C43H126BN18O47 in total at a distorted geometry (ωB97M-V with the def2-TZVPD basis set, the Open Molecules 2025 dataset).

Each line ends with the Mulliken charge.
CARTESIAN COORDINATES (ANGSTROEM)
O -0.15882 -2.83619 2.38061  -0.363
C 0.03973 -1.87365 1.64651  0.519
O -0.76888 -1.47677 0.68446  0.694
B -0.18877 -0.24802 0.03797  -0.152
O 1.10114 -0.17532 0.61910  -0.375
C 1.21457 -0.97911 1.66994  -0.051
O 2.20373 -1.09553 2.43357  -0.703
O -0.96939 1.00406 0.21571  -0.070
C -1.39220 1.42731 -0.99514  0.292
O -2.16497 2.38081 -1.17691  -0.548
C -0.77045 0.49203 -2.11243  0.103
O -0.06879 -0.40705 -1.42144  -0.011
O -1.11898 0.49276 -3.32051  -0.324
C 7.36992 -1.68532 4.98899  0.581
O 7.57724 -2.49566 5.91101  -0.759
N 7.80585 -0.45419 5.05601  -0.316
N 6.79494 -1.98057 3.84539  -0.109
H 8.37228 -0.23857 5.86396  0.215
H 7.50482 0.16261 4.31502  0.237
H 6.65162 -2.94351 3.57648  0.070
H 6.59793 -1.23362 3.19474  0.147
C -5.55185 0.36887 -4.11543  0.533
O -6.55686 -0.14191 -3.69156  -0.851
N -5.54793 1.14509 -5.11489  -0.126
N -4.32309 0.24421 -3.64501  0.916
H -4.73016 1.70727 -5.30281  0.055
H -6.39427 1.29947 -5.64401  0.242
H -3.51679 0.70556 -4.04143  -0.055
H -4.16505 -0.20308 -2.75335  -0.342
C 6.83058 1.01160 -0.61974  0.611
O 7.85491 0.86995 0.04825  -0.730
N 6.69082 1.84889 -1.55003  -0.285
N 5.58485 0.54482 -0.34878  0.061
H 7.53803 2.24577 -1.93059  0.201
H 5.72314 2.02909 -1.77639  0.134
H 4.77487 0.62132 -0.94727  0.015
H 5.55531 0.02240 0.51511  -0.079
C -3.80556 7.86820 1.73860  0.660
O -3.55502 7.59474 2.91541  -0.656
N -4.16515 9.10199 1.38140  -0.445
N -3.83775 7.03159 0.77211  -0.002
H -4.59369 9.67084 2.09755  0.218
H -4.06016 9.38374 0.41719  0.173
H -3.83962 6.03638 0.94434  0.082
H -4.13709 7.41194 -0.11436  0.122
C -4.46162 5.40198 -2.05989  0.475
O -5.60506 5.01111 -1.74435  -0.767
N -4.12843 6.54429 -2.60850  -0.301
N -3.41843 4.64216 -1.93913  0.596
H -4.93542 7.11643 -2.81226  0.285
H -3.23723 6.70984 -3.05400  0.179
H -2.51361 4.85864 -2.33225  0.019
H -3.53836 3.68727 -1.63270  -0.173
C 5.35037 -4.60874 0.28478  0.549
O 5.64309 -4.89605 -0.79116  -0.677
N 5.98214 -3.73001 1.01781  -0.258
N 4.69373 -5.36510 1.09608  -0.204
H 6.79608 -3.28965 0.61326  0.163
H 5.57527 -3.72171 1.94221  0.083
H 4.34804 -4.97729 1.96222  0.266
H 4.27692 -6.17501 0.65972  0.195
C -4.44246 -4.65216 2.79066  0.675
O -5.21225 -4.61918 3.70893  -0.718
N -3.15481 -4.73920 2.87114  -0.042
N -4.89779 -4.47868 1.54347  -0.314
H -2.61347 -4.81309 3.72060  -0.066
H -2.81387 -4.58844 1.93244  0.058
H -4.26103 -4.30331 0.77932  0.070
H -5.88464 -4.40389 1.34192  0.205
C 0.58313 0.63624 -7.83417  0.815
O 0.67734 1.71269 -8.32958  -0.725
N -0.34125 -0.23493 -8.14444  -0.334
N 1.30681 0.19800 -6.84484  -0.088
H -0.34583 -1.16895 -7.76017  0.166
H -0.99686 -0.02337 -8.88305  0.252
H 2.02930 0.83818 -6.54772  0.039
H 1.03094 -0.61455 -6.31216  -0.023
C -0.71326 -2.43351 -5.04964  0.411
O -0.65883 -3.53451 -5.61619  -0.858
N 0.10768 -2.13380 -4.13485  0.694
N -1.43472 -1.44372 -5.26795  0.568
H 0.78523 -2.84200 -3.89098  -0.186
H -0.14894 -1.48332 -3.40606  -0.979
H -1.21061 -0.65016 -4.68473  0.085
H -2.17863 -1.63537 -5.92367  0.172
C 1.91675 3.88646 0.47095  -0.027
C 2.25437 4.27051 -1.06519  -0.132
O 1.28004 5.21248 -1.50552  -0.564
O 2.54028 4.81605 1.33356  -0.575
H 2.32760 2.89589 0.66608  0.011
H 0.85059 4.05346 0.62428  0.076
H 2.28709 3.28724 -1.53446  -0.253
H 3.27202 4.64978 -1.15822  0.670
H 1.35126 5.97966 -0.93286  0.300
H 3.28370 5.02804 0.76436  0.467
C -3.35629 1.91102 -7.34679  -0.474
C -2.93774 3.38242 -7.47101  -0.668
O -1.49896 3.43877 -7.51492  -0.438
O -3.02262 1.35304 -6.05654  -0.355
H -2.90162 1.34232 -8.15795  0.095
H -4.42340 1.82833 -7.55308  0.524
H -3.46264 3.99461 -6.73765  0.284
H -3.41481 3.71034 -8.39458  0.441
H -1.11961 2.96593 -8.25932  0.310
H -2.10973 1.59872 -5.88956  0.042
C -0.51433 -2.29400 5.66360  0.127
C -1.77123 -3.21006 5.67874  0.508
O -2.33171 -3.33565 6.94387  -0.630
O 0.61565 -2.86646 6.20248  -0.479
H -0.55036 -1.44971 6.35207  0.671
H -0.45427 -1.73670 4.72877  -0.348
H -1.49402 -4.19832 5.31186  -0.632
H -2.53925 -2.79851 5.02386  -0.023
H -2.96235 -2.62098 7.05855  0.379
H 0.62233 -2.74776 7.15509  0.304
C 0.54805 -5.86108 -0.37487  -0.513
C 1.18983 -5.96411 1.06548  0.397
O 2.12382 -7.17061 1.20613  -0.683
O 1.40745 -5.55991 -1.40874  -0.487
H -0.28737 -5.16141 -0.39970  -0.079
H 0.15940 -6.85516 -0.59593  0.491
H 0.35808 -6.06453 1.76277  0.313
H 1.80586 -5.08171 1.23866  -0.090
H 2.30232 -7.34254 2.13359  0.303
H 1.99159 -6.31031 -1.54015  0.318
C 1.83784 0.57355 5.38373  -0.777
C 0.80782 1.53951 4.75421  0.566
O -0.14063 1.97723 5.73348  -0.667
O 3.00644 0.27491 4.62059  -0.292
H 1.29042 -0.33324 5.64095  0.010
H 2.21767 1.14762 6.22889  0.482
H 0.25475 1.12155 3.91307  -0.305
H 1.32180 2.45427 4.45903  0.534
H -0.69613 2.62628 5.29558  0.313
H 2.78730 -0.42925 4.00599  0.280
C 0.83767 -6.94908 5.88585  -0.388
C -0.39883 -6.77802 6.83846  -0.409
O -0.26194 -5.85354 7.94201  -0.615
O 1.00156 -5.78817 5.09339  -0.181
H 0.76953 -7.76851 5.17031  0.381
H 1.71079 -6.96809 6.53807  0.247
H -0.81459 -7.72292 7.18833  0.438
H -1.26490 -6.47642 6.24934  0.056
H -0.74740 -5.06418 7.69134  0.332
H 1.28116 -5.06141 5.65485  0.037
C 4.43756 -4.76643 5.50411  -0.679
C 3.76455 -3.79958 4.52215  1.319
O 3.42231 -4.58760 3.38471  0.088
O 5.76085 -5.13994 5.17109  -0.575
H 3.75746 -5.56653 5.79636  0.159
H 4.57040 -4.27090 6.46583  0.391
H 4.31046 -2.87074 4.35687  -0.122
H 2.77157 -3.69054 4.95827  -0.854
H 2.57797 -4.97540 3.62615  -0.015
H 5.66364 -5.92176 4.62254  0.310
C -0.57674 3.71131 -4.25404  0.913
C -0.40110 5.28128 -4.46342  -1.231
O -1.40469 6.09661 -3.88447  -0.591
O 0.40516 3.17868 -3.30347  0.752
H -0.40935 3.08513 -5.13039  -0.079
H -1.49029 3.41206 -3.74024  -0.326
H -0.27884 5.48558 -5.52709  0.442
H 0.53722 5.56124 -3.98461  0.293
H -2.07339 6.38911 -4.50808  0.359
H 0.26738 3.78669 -2.57344  -0.472
C -3.25611 3.99429 1.79750  -0.535
C -3.94144 4.11480 3.23309  -0.404
O -4.91015 3.03080 3.23381  -0.573
O -2.63322 2.70378 1.64390  0.705
H -2.56518 4.83726 1.80742  0.847
H -3.97960 4.05960 0.98484  -0.563
H -4.51520 5.04094 3.19900  0.350
H -3.19471 4.10266 4.02704  0.171
H -4.40348 2.27108 2.93765  0.087
H -2.24554 2.59760 0.77210  -0.514
C 4.92006 2.85711 3.33704  -0.460
C 6.19798 2.01370 3.55555  -0.384
O 5.77342 0.66222 3.49673  -0.194
O 4.08693 2.95192 4.54826  -0.636
H 4.36263 2.38865 2.52592  0.004
H 5.17987 3.87429 3.04391  0.436
H 6.60728 2.24951 4.53788  0.292
H 6.92346 2.12420 2.74960  0.412
H 4.95676 0.46018 3.95918  0.195
H 3.54609 2.16383 4.63777  0.286
C 3.55225 2.89937 -5.90547  -0.167
C 4.55727 2.67348 -7.10576  -0.854
O 5.88700 2.83022 -6.66642  -0.537
O 3.23100 1.63594 -5.28181  -0.825
H 2.57132 3.32830 -6.11019  0.186
H 4.03551 3.66693 -5.30097  0.458
H 4.26115 3.43762 -7.82445  0.441
H 4.23695 1.84141 -7.73279  0.318
H 6.21374 1.94867 -6.47225  0.341
H 2.81663 1.78748 -4.42921  0.190
C -2.81499 -3.46677 -1.50051  -0.781
C -4.06726 -2.67216 -1.66782  -0.330
O -3.89007 -1.36434 -1.22513  0.249
O -2.53744 -3.58420 -0.10963  -0.121
H -1.92856 -3.00467 -1.93502  0.131
H -2.90736 -4.46288 -1.93337  0.568
H -4.83445 -3.16331 -1.06924  0.182
H -4.35107 -2.66702 -2.72021  0.616
H -3.69672 -1.35301 -0.28487  -0.879
H -2.03937 -2.78638 0.08275  -0.189
C 2.78226 -0.82997 -2.72620  1.653
C 3.43699 -2.08511 -3.31998  -0.742
O 3.50553 -1.86516 -4.74353  -0.515
O 3.61886 0.28065 -2.82010  0.012
H 2.47924 -0.97741 -1.68960  -0.340
H 1.81323 -0.70255 -3.20874  -0.633
H 2.82998 -2.95372 -3.06473  0.303
H 4.44772 -2.35236 -3.01155  0.408
H 3.70455 -2.70174 -5.17030  0.285
H 3.68949 0.46361 -3.75986  0.234
C -4.03597 -1.30020 2.19769  0.182
C -4.73774 -0.62552 3.40748  -1.053
O -3.97664 0.34815 4.07787  -0.378
O -3.45130 -0.31641 1.30470  1.075
H -4.82895 -1.90397 1.75639  0.213
H -3.18098 -1.87860 2.54775  -0.409
H -4.93030 -1.40229 4.14751  0.699
H -5.61921 -0.17542 2.95088  0.249
H -4.33767 0.33543 4.96730  0.260
H -2.91075 0.33088 1.76340  -0.422
C -6.90345 2.29967 0.26868  -0.518
C -6.23598 1.33190 -0.73037  0.648
O -7.00472 0.11768 -0.88820  -0.706
O -7.98998 2.78402 -0.40854  -0.640
H -6.32585 3.18074 0.54835  0.033
H -7.23333 1.78400 1.17055  0.337
H -5.20418 1.20343 -0.40327  -0.344
H -6.31425 1.74013 -1.73799  0.327
H -6.85964 -0.18969 -1.78602  0.378
H -8.62425 2.08844 -0.59682  0.341

Atomic forces in eV per Å
O 0.43 1.80 -1.35
C -1.78 -2.92 1.89
O -0.32 0.73 -0.65
B -0.77 -0.20 -0.28
O 1.74 0.58 1.43
C 4.37 0.04 1.44
O -3.33 0.63 -2.63
O -0.34 -0.23 -1.77
C -1.26 1.80 -0.02
O 2.49 -2.84 0.49
C -2.17 -0.21 -1.19
O -0.52 0.31 -1.82
O 1.80 0.17 4.27
C 1.20 -2.72 2.84
O -0.31 0.33 -0.74
N 0.93 2.50 0.39
N -1.71 -1.10 -2.61
H -0.34 0.37 -0.38
H 0.50 0.33 0.63
H 0.07 0.27 0.41
H 0.03 -0.31 -0.09
C 0.62 -1.11 2.01
O -1.89 -1.67 1.37
N -1.02 4.20 -5.52
N 2.56 -1.19 2.34
H -0.38 -0.26 -0.17
H 0.16 0.02 0.37
H -0.47 -0.09 -0.09
H -0.17 -0.04 0.10
C -0.06 -1.57 4.21
O -0.32 -0.96 -0.19
N 0.62 3.98 -5.04
N -0.27 -2.15 2.57
H -0.65 0.39 -0.31
H 0.83 0.67 -0.98
H 0.32 -0.32 -0.02
H -0.60 -0.12 -0.23
C 0.09 0.77 4.44
O -0.15 -0.24 -0.20
N -0.33 2.45 -0.49
N 0.22 -2.80 -3.60
H 0.48 0.16 -0.43
H -0.46 0.33 0.46
H 0.18 0.35 -0.30
H -0.11 -0.91 -0.03
C -2.86 -2.48 0.50
O 1.16 1.39 -0.20
N -1.12 4.11 -1.22
N 2.79 -3.25 0.96
H 0.40 0.24 -0.29
H -0.35 -0.07 0.43
H -0.24 0.20 0.10
H -0.09 0.32 -0.07
C 1.41 -0.22 3.32
O 1.16 -1.15 -7.80
N 1.22 3.84 1.23
N -3.78 -3.56 1.44
H -0.30 0.41 0.74
H 1.39 1.11 0.07
H -0.52 -0.76 -0.04
H -0.53 0.18 0.49
C -2.70 0.82 0.37
O -1.53 -0.36 2.60
N 3.25 -0.39 -0.97
N -0.65 0.00 -2.70
H -0.29 0.13 -0.52
H 1.72 -0.16 0.60
H -0.11 -0.03 0.04
H 0.31 -0.03 0.49
C -0.66 -1.16 0.95
O 0.48 3.65 -1.98
N -3.32 -2.32 -1.91
N 2.45 -0.19 2.10
H -0.09 0.22 -0.16
H 0.29 -0.13 0.17
H 0.08 -0.55 0.68
H 0.48 0.24 0.10
C 1.35 -6.15 -2.01
O -0.67 0.12 -0.77
N 5.65 0.11 5.76
N -5.14 3.87 -3.04
H -0.18 0.09 0.14
H 0.28 -0.23 -0.17
H -1.19 0.54 -0.67
H -0.33 1.10 0.32
C 0.65 0.88 -1.65
C -0.83 -0.87 2.90
O 0.45 -0.71 -0.81
O 0.43 0.36 -0.39
H -0.54 -0.33 0.11
H -0.13 -0.88 -0.16
H -0.80 0.43 -1.01
H 0.19 0.30 0.12
H -0.06 0.09 0.16
H 0.67 0.63 0.85
C 0.11 0.52 0.41
C 0.13 -1.74 -1.38
O -1.22 1.27 1.36
O -0.19 0.33 -1.09
H 0.39 -0.12 0.06
H -0.20 -0.14 0.62
H 1.01 0.08 0.67
H 0.33 0.23 -0.51
H 0.03 -0.37 -0.26
H 0.41 0.09 -0.01
C -2.05 1.54 1.15
C 0.75 1.28 -0.89
O -0.10 -0.49 1.25
O 2.27 -2.01 -0.58
H -1.84 0.53 0.03
H 0.91 -0.93 -0.58
H 0.19 -0.07 0.06
H 0.17 0.04 -0.46
H 0.01 -0.06 0.18
H -0.10 0.03 -0.09
C 0.17 -1.76 1.58
C 0.74 -0.92 -0.89
O -1.56 1.48 -1.13
O 1.05 0.87 -0.74
H 0.15 0.17 0.35
H -0.57 -0.22 0.30
H 0.18 0.09 0.22
H -0.17 0.09 0.23
H -0.21 0.30 0.14
H 0.19 0.03 -0.03
C -0.59 0.78 0.17
C 0.28 0.75 -0.23
O 0.25 -0.77 0.37
O -0.51 0.35 0.18
H 0.39 -0.07 0.45
H -0.22 -0.52 0.50
H 0.21 -0.24 -0.27
H 0.36 -0.16 -0.61
H -0.10 0.03 0.03
H -0.08 -0.14 -0.49
C -0.59 1.38 1.57
C -0.81 -0.23 -0.67
O 0.60 -0.82 -0.99
O -0.02 0.34 -0.92
H -0.15 -0.23 0.50
H 0.20 -0.88 0.02
H 0.81 -0.36 0.55
H 0.13 0.50 -0.49
H -0.12 0.21 0.07
H -0.25 0.36 0.26
C 0.75 1.90 1.42
C -1.04 -2.24 1.58
O 0.44 0.52 -0.95
O -0.64 -0.69 -0.57
H 0.05 -0.60 -0.70
H -0.08 0.54 0.08
H -0.10 -0.25 -0.41
H 0.20 1.44 0.55
H -0.25 -0.30 -0.31
H 0.37 -0.12 -0.29
C 0.81 -0.17 1.12
C 0.32 -1.50 -0.50
O -0.31 0.08 0.56
O -0.13 0.74 -0.61
H -0.26 0.56 -0.33
H -0.77 0.52 -0.73
H -0.22 0.01 -0.08
H -0.03 -0.09 0.11
H 0.30 -0.36 -0.53
H 0.50 0.01 0.62
C 0.14 -0.22 1.54
C -0.91 -1.48 -3.35
O 0.61 1.04 0.90
O -0.08 0.61 1.31
H 0.58 -0.14 -0.54
H -0.39 0.42 0.18
H 0.22 0.06 0.44
H -0.12 -0.17 0.12
H 0.01 -0.47 0.11
H -0.28 0.41 -0.17
C 0.02 0.17 1.05
C -2.19 0.19 0.04
O 0.86 -0.90 -0.74
O 1.25 0.43 -1.15
H -0.11 0.04 -0.07
H -0.15 0.09 0.18
H 0.26 0.09 0.04
H 0.01 0.20 0.06
H -0.25 0.48 0.49
H 0.17 -0.36 -0.36
C 0.14 -0.41 -0.79
C -2.76 1.38 0.63
O -0.31 -0.64 -0.61
O 1.12 0.29 0.16
H 0.10 0.17 -1.03
H 0.28 -0.49 0.71
H 0.68 0.80 0.16
H 0.77 -1.00 0.60
H 0.22 -0.05 0.14
H -0.45 0.46 0.13
C 0.54 -0.54 0.00
C 0.05 -0.45 -0.36
O 0.17 0.68 -0.50
O 0.03 -0.37 0.20
H -0.15 0.23 -0.54
H -0.09 -0.10 0.07
H -0.38 -0.11 -0.17
H -0.22 0.20 0.01
H -0.01 0.41 0.41
H 0.27 0.15 0.69
C -0.01 -1.65 0.40
C -0.22 0.04 -0.45
O -0.39 0.07 0.20
O 0.02 0.86 0.17
H 0.56 -0.09 0.23
H 0.22 0.31 -0.53
H -0.30 -0.14 -0.10
H 0.03 0.55 0.69
H 0.06 -0.03 -0.05
H 0.60 0.00 -0.35
C 1.17 1.82 1.74
C 0.15 -0.86 -1.18
O 0.69 0.14 -0.05
O -1.33 -0.88 -0.52
H 0.48 0.10 -0.63
H -0.23 -0.64 0.08
H -0.72 -0.35 -0.39
H -0.46 0.04 0.47
H 0.24 0.52 0.08
H -0.03 0.13 0.45
C 0.32 -1.32 -0.93
C -0.12 -0.05 0.14
O 0.26 0.39 1.63
O -2.50 1.67 -0.54
H 0.46 -0.33 -0.13
H 0.34 -0.25 0.31
H 0.29 -0.69 -0.22
H 0.65 0.88 0.24
H 0.08 -0.04 -0.56
H 0.21 -0.27 0.03

Gap between HOMO and LUMO = 7.7995 eV
Net charge = -1
LUMO = 0.65 eV
E_HOMO = -7.15 eV
Energy = -170369.110 eV